Entry 1:
Formula: C20H53O19PbS6
Source: the OMol25 dataset
Level of theory: ωB97M-V/def2-TZVPD

Calculated values
- Energy above the lowest of the compared OMol25 structures with the same formula, charge and spin: 109.56 kcal/mol
- Highest occupied orbital energy: -0.35349 hartree
- Net charge: +1
- Largest force on an atom: 0.1049 Eh/bohr
- Frontier orbital gap: 7.797 eV
- Energy: -130749.016 eV

Each line ends with the Löwdin charge.
Positions of all 99 atoms, in Å:
Pb -0.365 0.772 -0.246  1.690
C -2.496 -3.716 0.589  -0.072
C -1.720 -2.861 -0.424  -0.440
O -1.201 -1.633 -0.068  -0.459
H -3.443 -3.264 0.881  0.049
H -1.978 -4.124 1.457  0.075
H -2.942 -4.496 -0.028  0.066
H -2.187 -2.831 -1.409  0.090
H -0.727 -3.242 -0.662  0.063
O 1.023 -0.280 -2.205  -0.406
S 1.949 -1.233 -2.702  0.712
O 3.350 -1.322 -2.152  -0.308
O 1.218 -2.718 -2.583  -0.285
C 2.098 -3.806 -2.807  -0.270
C 1.369 -5.188 -2.432  -0.013
C 2.227 -1.090 -4.600  -0.047
H 3.043 -3.660 -2.282  0.110
H 2.313 -3.828 -3.875  0.102
H 0.980 -5.007 -1.431  0.064
H 2.212 -5.872 -2.540  0.081
H 0.561 -5.358 -3.143  0.076
H 1.572 -0.392 -5.122  0.057
H 2.025 -2.081 -5.006  0.044
H 3.283 -0.861 -4.739  0.072
O -4.388 2.358 2.506  -0.257
S -3.670 1.195 2.043  0.690
O -2.322 1.330 1.575  -0.400
O -3.754 -0.011 3.238  -0.238
C -3.007 -1.221 3.092  -0.289
C -2.225 -1.494 4.345  -0.058
C -4.589 0.376 0.643  -0.087
H -2.301 -1.150 2.265  0.089
H -3.675 -2.044 2.834  0.114
H -1.683 -2.437 4.284  0.082
H -2.860 -1.517 5.231  0.080
H -1.655 -0.597 4.589  0.080
H -3.980 -0.334 0.082  0.056
H -4.997 1.056 -0.105  0.048
H -5.537 -0.079 0.929  0.076
O 1.458 4.486 2.832  -0.286
S 0.637 3.272 2.689  0.695
O 0.391 2.661 1.415  -0.422
O 1.003 2.047 3.782  -0.288
C 1.988 2.341 4.825  -0.217
C 2.150 1.052 5.671  -0.044
C -1.030 3.626 3.459  -0.066
H 1.821 3.234 5.427  0.122
H 2.867 2.494 4.199  0.112
H 2.101 0.075 5.189  0.051
H 1.356 1.018 6.417  0.078
H 3.069 1.086 6.256  0.085
H -1.481 4.393 2.830  0.075
H -0.823 3.964 4.474  0.074
H -1.627 2.719 3.356  0.032
O 1.726 2.220 -3.764  -0.285
S 1.066 3.203 -2.880  0.684
O 0.245 2.649 -1.814  -0.438
O 2.074 4.316 -2.254  -0.247
C 1.661 5.112 -1.151  -0.284
C 2.793 5.975 -0.653  -0.045
C 0.203 4.302 -4.014  -0.087
H 1.358 4.424 -0.361  0.091
H 0.786 5.708 -1.412  0.125
H 3.635 5.379 -0.300  0.095
H 2.438 6.423 0.275  0.083
H 2.873 6.807 -1.352  0.089
H 0.872 4.673 -4.790  0.090
H -0.497 4.978 -3.523  0.084
H -0.367 3.487 -4.462  0.042
O 0.840 -2.369 3.070  -0.280
S 1.513 -1.480 2.114  0.674
O 0.874 -0.262 1.711  -0.420
O 2.988 -0.977 2.539  -0.237
C 3.713 -1.550 3.571  -0.293
C 4.051 -3.027 3.390  -0.067
C 1.940 -2.547 0.607  -0.050
H 3.303 -1.487 4.579  0.109
H 4.621 -0.950 3.511  0.133
H 4.464 -3.367 2.440  0.086
H 3.123 -3.539 3.647  0.069
H 4.567 -3.454 4.250  0.087
H 2.314 -3.484 1.020  0.071
H 2.820 -1.957 0.351  0.049
H 1.202 -2.552 -0.196  0.029
O -2.250 1.009 -1.955  -0.429
S -2.922 1.169 -3.251  0.697
O -2.625 2.348 -4.042  -0.264
O -2.603 -0.226 -4.041  -0.253
C -1.300 -0.718 -4.073  -0.284
C -1.361 -2.042 -4.861  -0.015
C -4.727 0.962 -3.143  -0.080
H -1.186 -0.867 -2.999  0.081
H -0.516 -0.006 -4.331  0.108
H -2.029 -1.999 -5.721  0.089
H -1.540 -2.909 -4.225  0.083
H -0.363 -2.127 -5.291  0.057
H -4.936 1.715 -2.383  0.059
H -4.955 0.031 -2.625  0.077
H -5.284 1.194 -4.051  0.088

Entry 2:
Formula: C4H3NOS
Source: the OMol25 dataset
Level of theory: ωB97M-V/def2-TZVPD

Calculated values
- Energy above the lowest of the compared OMol25 structures with the same formula, charge and spin: 16.54 kcal/mol
- Highest occupied orbital energy: -0.36892 hartree
- Net charge: 0
- Largest force on an atom: 0.0659 Eh/bohr
- Frontier orbital gap: 7.824 eV
- SMILES: CC(=O)C(=S)C#N
- Energy: -18567.535 eV

Each line ends with the Löwdin charge.
Positions of all 10 atoms, in Å:
C -0.772 2.096 -0.165  -0.006
C 0.209 1.054 0.429  -0.502
O 1.097 1.364 1.194  0.110
C 0.040 -0.335 -0.061  -0.651
S -1.032 -1.324 0.759  0.825
C 0.762 -0.864 -1.187  -0.235
N 1.342 -1.219 -2.136  0.187
H -0.722 2.093 -1.264  0.091
H -0.543 3.088 0.258  0.089
H -1.825 1.921 0.157  0.093

Entry 3:
Formula: C4H10
Source: the OMol25 dataset
Level of theory: ωB97M-V/def2-TZVPD

Calculated values
- Energy above the lowest of the compared OMol25 structures with the same formula, charge and spin: 33.02 kcal/mol
- Highest occupied orbital energy: -0.35093 hartree
- Net charge: 0
- Largest force on an atom: 0.0607 Eh/bohr
- Frontier orbital gap: 10.672 eV
- SMILES: C=CC.C
- Energy: -4308.930 eV

Each line ends with the Löwdin charge.
Positions of all 14 atoms, in Å:
C -1.012 0.674 -1.332  -0.014
C 0.290 0.470 -1.175  -0.295
C 1.002 -0.775 -1.424  -0.137
H -1.584 1.574 -0.907  0.086
H -1.618 -0.004 -1.866  0.034
H 0.945 1.172 -0.720  0.086
H 1.942 -0.783 -1.947  0.061
H 1.261 -1.239 -0.443  0.082
H 0.372 -1.540 -1.969  0.094
C -0.332 0.092 2.328  -0.043
H -0.479 -0.950 2.660  0.024
H 0.138 0.002 1.349  -0.021
H 0.334 0.627 3.017  0.017
H -1.258 0.681 2.430  0.026